# 1
{"formula": "C31H46ClGeIN6O5RbSi3", "method": "wB97M-V/def2-TZVPD", "e_lumo_ev": [3.3, 2.7], "e_tot_ha": -5641.22750, "spin_multiplicity": 2, "de_lowest_ev": 0.311, "homo_energy_ev": [-3.03, -3.03], "total_charge": -2, "symbols": ["Rb", "Cl", "C", "C", "C", "I", "C", "O", "C", "N", "C", "C", "C", "C", "H", "H", "H", "H", "O", "C", "O", "C", "C", "C", "N", "C", "C", "C", "O", "O", "H", "H", "H", "C", "N", "C", "N", "C", "N", "C", "N", "C", "C", "H", "H", "H", "H", "H", "H", "H", "H", "H", "H", "H", "H", "C", "Si", "C", "C", "Ge", "Si", "C", "C", "C", "Si", "C", "C", "C", "H", "H", "H", "H", "H", "H", "H", "H", "H", "H", "H", "H", "H", "H", "H", "H", "H", "H", "H", "H", "H", "H", "H", "H", "H", "H", "H"], "coordinates": [[1.4233, -1.4194, -0.7018], [1.8910, -5.8758, 5.5062], [1.9762, -4.5361, 4.3825], [2.9056, -3.5539, 4.5841], [2.9995, -2.4717, 3.7106], [4.4109, -0.9823, 4.0804], [2.1686, -2.2887, 2.5828], [2.2326, -1.3103, 1.8007], [1.1835, -3.3724, 2.3850], [0.3782, -3.2711, 1.3029], [-0.5022, -4.2130, 1.0669], [-0.6807, -5.3303, 1.8984], [0.1156, -5.4568, 3.0032], [1.0926, -4.4751, 3.2765], [3.5765, -3.6133, 5.4309], [-1.1073, -4.1030, 0.1709], [-1.4320, -6.0691, 1.6540], [0.0175, -6.3007, 3.6724], [-2.4949, -2.8593, -7.3381], [-3.0523, -2.3052, -6.3758], [-4.2139, -1.8595, -6.2662], [-2.1669, -2.1173, -5.1075], [-2.6896, -1.5029, -3.9768], [-1.8773, -1.3418, -2.8687], [-0.6000, -1.7221, -2.8120], [-0.0922, -2.3256, -3.8971], [-0.8465, -2.5477, -5.0458], [1.3859, -2.7719, -3.8524], [1.6959, -3.7263, -4.5767], [2.1317, -2.1098, -3.0796], [-3.7172, -1.1643, -3.9896], [-2.2699, -0.8731, -1.9681], [-0.4068, -3.0538, -5.8927], [2.8217, 2.2710, -1.1496], [2.2839, 1.2094, -1.9953], [3.3788, 0.6824, -2.8283], [3.9880, 1.7378, -3.6476], [4.4741, 2.7934, -2.7643], [3.4104, 3.3678, -1.9315], [2.3730, 3.8862, -2.8293], [1.8309, 2.8611, -3.7194], [1.2750, 1.7869, -2.8866], [2.9381, 2.2997, -4.4995], [3.5895, 1.8545, -0.4932], [2.0228, 2.6697, -0.5230], [2.9862, -0.1175, -3.4563], [4.1356, 0.2413, -2.1748], [4.9129, 3.5919, -3.3699], [5.2473, 2.3833, -2.1105], [2.8042, 4.6887, -3.4349], [1.5599, 4.3006, -2.2279], [0.8735, 0.9966, -3.5242], [0.4627, 2.1997, -2.2823], [3.3665, 3.0912, -5.1210], [2.5494, 1.5115, -5.1455], [1.9351, 2.1616, 2.5492], [0.2605, 1.6464, 3.2310], [0.5420, 0.3725, 4.5871], [-0.5895, 3.1663, 4.0066], [-1.2069, 0.8579, 1.5233], [-2.0962, 2.6006, 0.1519], [-2.6801, 2.0373, -1.5410], [-0.8721, 4.0347, -0.0270], [-3.5999, 3.3120, 1.0747], [-2.7809, -0.8039, 2.1966], [-4.2985, 0.0306, 2.9898], [-3.3875, -1.7775, 0.7066], [-2.0691, -1.9308, 3.5300], [2.5505, 2.5824, 3.3500], [1.8597, 2.9100, 1.7578], [2.4464, 1.2747, 2.1658], [1.2859, 0.7551, 5.2925], [0.9365, -0.5547, 4.1716], [-0.3682, 0.1502, 5.1478], [0.0255, 3.5882, 4.8089], [-1.5585, 2.9047, 4.4373], [-0.7444, 3.9542, 3.2644], [-1.8839, 1.5990, -2.1445], [-3.0925, 2.8832, -2.0987], [-3.4675, 1.2850, -1.4613], [0.1588, 3.7088, -0.1649], [-0.9055, 4.6720, 0.8597], [-1.1401, 4.6540, -0.8882], [-4.4196, 2.5955, 1.1469], [-3.9815, 4.1854, 0.5323], [-3.3330, 3.6407, 2.0817], [-4.8728, 0.6274, 2.2792], [-4.0141, 0.6663, 3.8309], [-4.9684, -0.7454, 3.3774], [-3.9174, -1.1255, 0.0081], [-4.0799, -2.5678, 1.0094], [-2.5645, -2.2394, 0.1589], [-2.0110, -1.3906, 4.4776], [-1.0794, -2.3203, 3.2946], [-2.7374, -2.7846, 3.6810]]}

---

# 2
{"formula": "C31H46F3N2O8PS", "method": "wB97M-V/def2-TZVPD", "e_lumo_ev": -0.1, "e_tot_ha": -2959.27538, "homo_energy_ev": -7.84, "total_charge": 0, "symbols": ["C", "C", "C", "C", "O", "C", "C", "C", "O", "C", "C", "C", "C", "C", "C", "C", "C", "O", "C", "O", "C", "O", "C", "C", "C", "C", "C", "C", "P", "C", "C", "N", "C", "C", "C", "C", "C", "N", "H", "H", "H", "H", "H", "H", "H", "H", "H", "H", "H", "H", "H", "H", "H", "H", "H", "H", "H", "H", "H", "H", "H", "H", "H", "H", "H", "H", "H", "H", "H", "H", "H", "H", "H", "H", "H", "H", "H", "H", "H", "H", "H", "H", "H", "H", "C", "F", "F", "F", "S", "O", "O", "O"], "coordinates": [[3.4084, -2.7741, -3.2917], [2.2517, -2.1681, -4.1354], [1.1964, -1.4448, -3.2807], [1.7984, -0.2477, -2.5515], [0.9261, 0.3593, -1.5956], [1.2324, 0.0913, -0.2698], [2.5915, 0.6472, 0.2403], [3.0281, 1.9534, -0.4335], [4.0600, 1.7164, -1.3764], [4.4120, 2.9600, -1.9894], [3.5720, 3.1286, -3.2710], [1.1020, -1.4443, 0.0381], [-0.4358, -1.5755, 0.0036], [-1.0758, -2.9410, 0.2882], [-1.2644, -3.7853, -1.0208], [-0.5865, -5.1814, -0.9782], [-1.5653, -6.3709, -0.8932], [-1.5699, -7.0163, 0.3852], [-1.0607, -0.2933, 0.7089], [-2.0995, 0.0370, -0.1737], [-3.1620, 0.7714, 0.3380], [-3.0724, 1.6686, 1.1377], [-4.5066, 0.4152, -0.2713], [-5.4527, -0.3589, 0.3536], [-6.6276, -0.5835, -0.3201], [-6.8595, -0.0585, -1.5573], [-5.9143, 0.7364, -2.1791], [-4.7349, 0.9429, -1.5196], [-1.4029, -0.6180, 2.5484], [-3.0541, -1.4082, 2.8194], [-0.1438, -1.7900, 3.2580], [0.1887, 0.5777, 0.7034], [0.0340, 2.0509, 0.8364], [-0.4709, 2.7322, -0.2296], [-0.6148, 4.1156, -0.1232], [-0.2475, 4.6431, 1.1067], [0.2157, 3.8059, 2.1001], [0.3990, 2.4865, 2.0217], [4.2703, -2.1004, -3.3781], [3.7551, -3.7432, -3.6497], [3.1812, -2.7891, -2.2205], [2.7127, -1.4745, -4.8485], [1.8108, -2.9710, -4.7311], [0.8032, -2.2085, -2.6002], [0.3724, -1.1830, -3.9535], [2.7720, -0.5429, -2.1532], [2.0032, 0.5149, -3.3095], [2.6416, 0.6901, 1.3311], [3.3267, -0.1088, -0.0659], [3.4457, 2.6015, 0.3515], [2.1575, 2.4787, -0.8439], [4.1960, 3.8172, -1.3406], [5.4795, 2.9957, -2.2167], [2.5120, 3.0003, -3.0275], [3.6880, 4.1652, -3.6042], [3.8674, 2.3974, -4.0240], [1.6684, -2.1179, -0.6005], [1.5885, -1.5181, 1.0213], [-0.7448, -1.3818, -1.0306], [-2.0603, -2.8861, 0.7561], [-0.4598, -3.5689, 0.9405], [-2.3389, -3.9675, -1.1353], [-0.9587, -3.2376, -1.9144], [-0.0405, -5.2977, -1.9204], [0.1211, -5.2830, -0.1480], [-2.6030, -6.1027, -1.1310], [-1.2572, -7.1365, -1.6117], [-1.3159, -6.3605, 1.0414], [-5.2966, -0.7539, 1.3468], [-7.4062, -1.1924, 0.1290], [-7.7976, -0.2108, -2.0809], [-6.1309, 1.1552, -3.1534], [-3.9836, 1.5624, -2.0035], [-2.9234, -2.1650, 3.5954], [-3.6954, -0.6383, 3.2573], [-3.5379, -1.7965, 1.9225], [0.3369, -2.4587, 2.5390], [-0.6261, -2.4039, 4.0193], [0.6504, -1.1814, 3.6977], [0.6135, 0.2651, 1.5856], [-0.7480, 2.2082, -1.1373], [-1.0123, 4.6889, -0.9499], [-0.3181, 5.7072, 1.2956], [0.4729, 4.2522, 3.0537], [3.0456, 5.2132, 6.4982], [3.2403, 6.5207, 6.7289], [4.1995, 4.5888, 6.7834], [2.1390, 4.7885, 7.3946], [2.5036, 4.8942, 4.7665], [3.5846, 5.4085, 3.9567], [1.2590, 5.6330, 4.6407], [2.3422, 3.4538, 4.7047]]}